Model a:
Entry from the Open Molecules 2025 dataset: a 2-piece molecular cluster, C4H9O3 overall (ωB97M-V/def2-TZVPD).

Geometry (Å):
O -0.7462 0.7756 2.3639
C 0.2965 0.7826 1.6550
O 1.4768 0.9461 2.0319
C 0.1052 0.6394 0.1122
C 1.1022 -0.3223 -0.4746
C 0.8906 -0.6259 -1.9794
H 0.2606 1.6551 -0.2818
H -0.9376 0.3314 -0.0381
H 1.1515 -1.2798 0.0634
H 2.0789 0.0936 -0.2723
H 0.7857 -1.7065 -2.1419
H -0.0707 -0.2200 -2.3092
H 1.6659 -0.2225 -2.6376
H -2.1911 0.1892 1.7277
H -2.7939 -0.8688 0.7907
O -3.0742 -0.1671 1.3900

Charge: -1
HOMO energy (eV): -4.45

***

Model b:
Entry from the Open Molecules 2025 dataset: a 2-piece molecular cluster, C4H9O3 overall (ωB97M-V/def2-TZVPD).

Geometry (Å):
C -0.4945 2.9628 -0.7457
C -0.3474 1.6053 -0.0494
O 0.6681 1.4047 0.6627
O -1.3160 0.8024 -0.1267
H -1.4109 3.0369 -1.3356
H 0.2938 3.3572 -1.3353
H -0.7329 3.6624 0.2221
C 0.7487 -2.3250 0.6882
C -0.3701 -1.8549 -0.1513
O 1.7011 -1.3614 1.1470
H 0.4046 -2.8438 1.6203
H 1.4352 -2.8895 0.0854
H -0.6105 -2.6357 -0.9145
H 1.5152 -0.4552 0.8726
H -0.1816 -0.9551 -0.9078
H -1.3028 -1.5111 0.2681

Charge: -1
HOMO energy (eV): -4.19

***

Model c:
Entry from the Open Molecules 2025 dataset: a 2-piece molecular cluster, C4H9O3 overall (ωB97M-V/def2-TZVPD).

Geometry (Å):
O -1.4133 -2.7373 -1.0470
C -0.4287 -2.2872 -0.4217
O 0.3290 -2.7943 0.4098
C -0.2117 -0.7174 -0.7955
C 1.1791 -0.1593 -0.4354
C 1.1072 1.3610 -0.3551
H -0.9843 -0.1289 -0.2955
H -0.4222 -0.7347 -1.8607
H 1.9039 -0.3962 -1.2207
H 1.4292 -0.7326 0.4598
H 0.7054 1.6622 0.6165
H 2.0348 1.9406 -0.4805
H 0.5386 1.7203 -1.2178
H -1.6428 2.0572 2.4087
H -1.8304 0.6107 1.8894
O -2.2939 1.3359 2.3456

Charge: -1
HOMO energy (eV): -3.86

***

model a is favored, and the nearest alternative lies 0.0241 hartree above it.

***

Model a:
Entry from the Open Molecules 2025 dataset: a 2-piece molecular cluster, C6H14P overall (ωB97M-V/def2-TZVPD).

Geometry (Å):
C -1.7508 -3.6807 -1.7203
C -1.5345 -2.7822 -2.5068
C -1.3466 1.0240 0.2742
C 0.8606 0.7130 2.2434
C 1.3683 2.0259 -0.1303
C 0.9964 -0.8646 -0.1755
P 0.4217 0.6996 0.4351
H -1.8557 -4.5873 -1.2534
H 1.5348 -1.0114 -1.0840
H -1.7755 -1.8413 -2.8436
H -1.6015 2.1075 0.5135
H -1.7912 0.4833 1.0909
H -1.7560 0.6843 -0.6829
H 0.9102 -0.0778 2.9602
H 0.0705 1.4911 2.3994
H 1.8472 1.2294 2.2884
H 1.7543 1.8445 -1.0725
H 2.2209 1.6762 0.4855
H 1.1314 3.0542 -0.1408
H 1.8709 -1.3196 0.4223
H 0.2621 -1.6880 0.1200

Charge: +1
HOMO energy (eV): -13.52

***

Model b:
Entry from the Open Molecules 2025 dataset: an isolated ion of composition C6H14P and charge +1 (ωB97M-V/def2-TZVPD).

Geometry (Å):
C 2.1782 -0.0004 1.2757
C -1.1103 -0.0090 0.0240
C -1.8468 -1.2790 0.2045
C -1.8881 1.0938 0.5258
C 1.2322 1.5480 -0.8175
C 1.1200 -1.4434 -0.9873
P 0.8058 0.0257 0.0550
H 2.1315 1.0238 1.7185
H 2.1075 -0.8185 1.9918
H -2.4350 -1.3347 1.0276
H -1.1408 -2.1365 0.1424
H -2.4227 -1.5558 -0.6864
H -1.5492 2.1398 0.4234
H -2.1165 1.0104 1.6245
H -2.7840 0.9559 -0.0569
H 0.4731 2.0077 -1.3434
H 2.1649 1.3354 -1.4340
H 1.4616 2.3864 0.0254
H 0.3381 -1.3363 -1.8158
H 1.1340 -2.2659 -0.4161
H 2.1464 -1.3474 -1.4813

Charge: +1
HOMO energy (spin up / spin down) (eV): -13.09 / -14.53

***

model a is favored, and the nearest alternative lies 0.0354 hartree above it.

***

Model a:
Entry from the Open Molecules 2025 dataset: a 2-piece molecular cluster, C4H8NOS overall (ωB97M-V/def2-TZVPD).

Geometry (Å):
C -1.5775 -1.0043 -1.3594
C -1.3962 -0.0413 -0.2832
C 2.2877 -0.0168 -0.4053
C -0.9956 -0.2220 1.0827
N -0.6748 0.7962 1.8731
O -1.5758 1.1124 -0.9240
S -1.9996 0.2924 -2.3525
H -1.2565 -2.0739 -1.5250
H 2.2321 0.0904 -1.6100
H 2.2245 -1.1745 -0.2198
H 1.5548 0.6258 0.0605
H -0.7460 -1.2378 1.2548
H -0.3404 0.6519 2.8266
H -0.9773 1.7522 1.6554
H 3.2406 0.4492 -0.0738

Charge: +1
HOMO energy (spin up / spin down) (eV): -13.72 / -13.72

***

Model b:
Entry from the Open Molecules 2025 dataset: an isolated ion of composition C4H8NOS and charge +1 (ωB97M-V/def2-TZVPD).

Geometry (Å):
C -2.0072 -0.5885 -0.2494
C -1.4993 0.3194 0.7600
C 0.7023 -0.3268 -0.2403
C 1.1515 0.6827 -1.2073
N -0.0900 0.0105 1.0152
O -3.0893 -0.8752 -0.6044
S 1.7968 -1.6857 0.1324
H -1.8647 1.4066 0.6285
H -2.0498 0.1590 1.7266
H 0.8351 0.5776 -2.1967
H 2.2058 0.5174 -1.2530
H 0.7235 1.6420 -0.8412
H 0.3639 0.5758 1.7252
H 0.0850 -1.0079 1.5056
H 2.7364 -1.4069 -0.9014

Charge: +1
HOMO energy (spin up / spin down) (eV): -12.52 / -12.58

***

Model c:
Entry from the Open Molecules 2025 dataset: an isolated ion of composition C4H8NOS and charge +1 (ωB97M-V/def2-TZVPD).

Geometry (Å):
C -0.0767 0.6347 -2.7120
C 0.8823 1.0673 -0.3750
C -0.8730 -1.1884 1.9149
C -0.3835 -0.6932 0.6180
N 0.4153 0.8467 -1.5730
O 0.5001 0.3803 0.6562
S 2.0289 2.3011 0.0245
H 0.3696 -0.1808 -3.3040
H -0.9667 1.1195 -3.2595
H 0.0238 -1.6815 2.5352
H -1.3883 -0.4053 2.4951
H -1.6094 -2.0133 1.7156
H -1.2126 -0.3843 0.0466
H 0.1601 -1.4725 0.0281
H 2.1302 1.6697 1.1893

Charge: +1
HOMO energy (eV): -14.68

***

Model d:
Entry from the Open Molecules 2025 dataset: an isolated ion of composition C4H8NOS and charge +1 (ωB97M-V/def2-TZVPD).

Geometry (Å):
C -0.0692 -1.7674 0.8952
C 0.3359 0.2980 -0.1086
C 0.6079 -1.7107 -1.4166
C -0.8246 2.8189 1.0461
N 0.2624 -1.1009 -0.1604
O 1.1705 1.0668 -0.4928
S -1.5318 1.1908 0.6092
H -0.0912 -2.8485 1.0554
H -0.2184 -1.2773 1.8438
H 0.0892 -1.2932 -2.2718
H 0.3282 -2.7965 -1.3932
H 1.7491 -1.5924 -1.7702
H -1.6990 3.2627 1.5805
H -0.5333 3.3432 0.1802
H -0.0526 2.8066 1.8271

Charge: +1
HOMO energy (eV): -13.38
SMILES string: C=[N+](C)C(=O)SC

***

model c is favored, and the nearest alternative lies 0.0262 hartree above it.

***

Model a:
Entry from the Open Molecules 2025 dataset: a 3-piece molecular cluster, C2H11N3O2 overall (ωB97M-V/def2-TZVPD).

Geometry (Å):
C 0.5059 -1.7565 0.1859
N -0.4384 -0.6132 0.1286
C 0.0674 0.6275 -0.1958
N -0.6538 1.3441 -1.1857
N 0.9805 1.1954 0.4980
H 0.7779 -1.8857 1.2242
H 1.3801 -1.5746 -0.4158
H -0.0031 -2.6105 -0.2095
H -1.2993 -0.8308 -0.3476
H -1.3054 0.8116 -1.7471
H -0.0010 1.7783 -1.8257
H 1.0798 2.1528 0.1919
H -4.0591 0.3474 0.0327
H -2.9325 1.3948 -0.2565
O -3.2709 0.5235 -0.4612
H 2.4654 0.1028 1.1561
H 3.7625 -0.3079 1.7773
O 2.9442 -0.6988 1.4502

HOMO energy (eV): -8.98
SMILES string: [H]/N=C(\N)NC.O.O

***

Model b:
Entry from the Open Molecules 2025 dataset: a 3-piece molecular cluster, C2H11N3O2 overall (ωB97M-V/def2-TZVPD).

Geometry (Å):
C 0.4417 1.4150 -0.2497
N -0.3538 0.3630 0.3621
C 0.2048 -0.7849 0.8104
N -0.6937 -1.6839 1.3846
N 1.4689 -1.0034 0.7170
H -0.0060 2.3792 0.0147
H 1.4425 1.3746 0.1710
H 0.4961 1.2986 -1.3344
H -1.3476 0.5344 0.3894
H -1.5592 -1.2590 1.7130
H -0.2372 -2.2297 2.0959
H 1.6936 -1.9157 1.0905
H -3.4183 2.7152 0.1496
H -2.3272 2.6457 -1.0095
O -2.7499 2.1812 -0.2824
H 1.9561 -0.9243 -1.1687
H 2.4560 -0.3975 -2.5478
O 2.0239 -1.1398 -2.1195

HOMO energy (eV): -8.78
SMILES string: [H]/N=C(\N)NC.O.O

***

model b is favored, and the nearest alternative lies 0.0135 hartree above it.